Entry 1:
Density functional theory data (ωB97M-V/def2-TZVPD) for a structure of composition C22H35MnN5O5.

Calculated values
Gap between HOMO and LUMO (alpha / beta) ... 5.166 / 4.827 eV
Charge ... -2
Lowest unoccupied orbital energy (alpha / beta) ... 0.176 / 0.176 hartree
Multiplicity ... 2
ΔE to the lowest compared entry with this formula, charge and spin ... 106.6 kJ/mol

Last column: Löwdin spin population.
CARTESIAN COORDINATES (ANGSTROEM)
H1 1.36108 3.11885 -1.32476  0.0000
H2 0.91764 -4.13505 -1.21870  -0.0001
C1 -5.59790 -1.66751 -0.60083  0.0000
H3 1.71556 1.90331 3.48943  0.0001
N1 -3.53460 -0.43411 0.86017  0.0029
C2 -3.99252 1.28331 2.87702  -0.0003
H4 5.24030 0.10355 2.19695  0.0000
O1 -1.05853 1.76802 -0.35238  0.0033
H5 -2.31458 3.03964 0.55561  0.0000
C3 2.06468 2.43877 -1.81079  0.0000
H6 1.58765 1.46001 -1.84169  0.0000
O2 -1.97362 -1.27138 -0.62189  0.0117
C4 -4.25907 -1.83112 -0.93166  -0.0001
C5 0.63104 -3.24278 -0.64643  0.0000
C6 1.16739 -1.94126 -1.27322  0.0011
C7 -4.91019 -3.33256 -2.70520  0.0001
H7 1.00469 -0.93672 -3.19100  0.0000
C8 -0.18187 0.98638 3.12794  0.0023
H8 4.32286 -1.08744 1.25380  0.0000
H9 3.15073 -2.16814 -0.46940  0.0001
H10 6.37850 0.71661 -0.06859  0.0000
H11 4.06672 4.19406 -1.71347  0.0000
C9 -1.42974 2.94552 -0.11731  0.0018
O3 0.91687 -0.86103 -0.46185  0.0035
H12 3.07136 -1.15375 -1.91925  0.0000
C10 -1.49108 1.41963 3.23591  -0.0008
H13 2.28083 2.78477 -2.82738  0.0000
H14 2.96337 -2.92938 -2.07018  0.0001
C11 0.84352 1.59101 4.06843  0.0013
H15 5.26895 1.18831 -1.38198  0.0000
C12 -2.59199 0.90165 2.46248  0.0005
C13 -6.24536 -3.16741 -2.37221  0.0001
C14 -3.15865 -1.11637 -0.17784  0.0012
N2 2.10662 1.59955 0.74318  0.0021
O4 -0.94502 4.00564 -0.54949  0.0031
H16 3.15985 4.23649 -0.18297  0.0000
N3 3.34604 2.33204 -1.08912  0.0000
C15 -6.58754 -2.33003 -1.31653  0.0000
C16 3.19210 1.56736 0.11040  0.0005
H17 -2.87133 -2.76406 -2.23430  0.0001
H18 0.45087 2.45454 4.60781  0.0003
H19 1.02308 -3.32704 0.37128  0.0002
H20 -3.96099 2.04731 3.65484  -0.0001
C17 2.68490 -2.06474 -1.45317  0.0001
O5 0.26025 0.07849 2.34543  0.0185
H21 -4.63107 -3.98079 -3.52807  0.0000
H22 5.33483 -0.49730 -0.83342  0.0000
H23 -4.54837 1.65479 2.01548  0.0000
H24 -7.62959 -2.18786 -1.05285  0.0000
H25 4.81522 3.56682 -0.23335  0.0000
H26 1.96344 0.92459 1.48648  0.0001
H27 -1.71618 2.18349 3.96977  -0.0002
N4 4.35592 0.85401 0.45203  0.0003
H28 -0.53382 -1.49186 -2.50912  0.0003
H29 -7.01711 -3.68519 -2.93109  0.0000
C18 5.38677 0.55281 -0.50993  0.0001
H30 0.57617 -2.66445 -3.27111  0.0000
Mn1 -0.65730 -0.12178 0.40810  0.9535
C19 4.34311 -0.04156 1.58159  0.0001
N5 -2.38621 0.12345 1.45989  -0.0086
H31 -0.45800 -3.18600 -0.58798  0.0001
C20 3.87339 3.65442 -0.78237  0.0000
C21 0.51414 -1.75617 -2.65644  0.0003
H32 3.47037 0.11994 2.20711  0.0001
H33 -5.84044 -1.01138 0.22515  0.0000
H34 -4.53722 0.41301 3.25001  0.0000
C22 -3.92086 -2.66192 -1.98724  0.0002
H35 1.16996 0.83596 4.79029  0.0001

Entry 2:
Density functional theory data (ωB97M-V/def2-TZVPD) for a structure of composition C22H35N2PW.

Calculated values
Gap between HOMO and LUMO (alpha / beta) ... 5.045 / 5.304 eV
Charge ... +2
Lowest unoccupied orbital energy (alpha / beta) ... -0.321 / -0.318 hartree
Multiplicity ... 3

Last column: Löwdin spin population.
CARTESIAN COORDINATES (ANGSTROEM)
H1 3.35473 1.02669 -0.11963  0.0007
C1 -1.31434 0.83979 1.20401  0.6315
H2 1.82655 -1.40686 -2.95127  0.0001
H3 0.29048 2.78192 2.04059  0.0034
C2 -0.30558 2.17098 -3.15882  -0.0015
H4 -0.71344 -0.69567 -3.95058  -0.0004
H5 -1.85021 3.31577 3.14346  0.0012
C3 -2.46044 0.08029 1.18841  0.1118
C4 0.45698 2.17748 5.28490  -0.0023
H6 1.23100 -1.50629 1.23183  0.0125
C5 -2.65388 -2.98952 -2.47105  -0.0044
H7 0.52030 -0.59011 3.63484  0.0055
C6 -0.35717 0.78920 2.24301  0.0845
H8 -2.85482 -3.41551 -3.46609  -0.0007
H9 -1.48923 -2.14370 3.59745  0.0010
H10 3.51629 -3.06737 0.31456  -0.0001
H11 0.21795 2.99315 5.98553  -0.0009
H12 -1.36874 -2.25560 -4.52801  -0.0007
N1 -0.15417 2.47720 4.02569  -0.0234
C7 -1.41828 -1.33144 2.86005  0.0294
H13 -0.02006 -2.22271 -3.35867  -0.0026
N2 -1.97081 -1.72691 -2.63694  -0.0487
C8 -0.52154 1.23823 -2.13138  0.0107
H14 3.94717 -1.56684 1.21106  0.0000
C9 0.40271 1.96957 2.78172  0.0195
H15 0.05378 1.24069 5.71358  -0.0009
C10 -2.46703 -1.07851 1.98719  0.1415
W1 0.23190 -0.37194 0.46922  0.8509
C11 3.01698 0.51800 -1.04104  0.0164
H16 -1.73677 3.42602 4.92195  -0.0001
C12 -0.96421 -1.71866 -3.65286  -0.0049
H17 -3.61291 -2.83183 -1.96403  -0.0004
H18 -0.92399 -1.11734 -0.92341  0.0044
H19 -3.28957 -1.79895 1.91421  0.0084
H20 1.13525 3.31631 -4.24047  0.0006
H21 -2.08555 -3.73687 -1.88358  -0.0024
C13 2.43467 -1.95916 -2.22529  0.0115
H22 1.54286 2.09681 5.15498  -0.0001
H23 -2.49453 0.77232 -2.84239  0.0000
H24 -3.31560 0.35951 0.55186  0.0131
H25 3.90100 0.37065 -1.68879  0.0011
H26 1.47185 1.74356 2.94466  0.0005
C14 0.98959 2.60395 -3.44034  0.0108
C15 3.78464 -2.00782 0.22278  -0.0014
C16 1.86985 1.19525 -1.71556  0.0068
H27 -2.18540 1.88226 4.16625  -0.0003
H28 4.66684 -1.88840 -0.41851  -0.0002
H29 2.08069 -2.99582 -2.15177  -0.0001
H30 -2.77068 -1.07165 -0.91704  -0.0001
H31 3.09083 2.45724 -2.97724  -0.0003
H32 -2.38163 1.22356 -1.11659  0.0050
C17 0.55294 0.83761 -1.31072  0.0031
H33 -0.09118 -2.01315 0.61856  0.0046
H34 -1.16171 2.52523 -3.74797  -0.0002
C18 -1.89114 -0.84295 -1.53010  -0.0037
H35 3.47950 -1.95440 -2.57103  0.0015
C19 2.08004 2.12560 -2.72711  -0.0012
C20 -1.55189 2.78217 4.05371  0.0008
C21 -1.88928 0.65720 -1.92241  0.0023
C22 -0.28455 -0.49876 2.89422  0.0733
P1 2.40297 -1.18946 -0.57958  0.0334

Entry 3:
Density functional theory data (ωB97M-V/def2-TZVPD) for a structure of composition C22H35NO2P2S2Zn.

Calculated values
Gap between HOMO and LUMO (alpha / beta) ... 2.918 / 2.919 eV
Charge ... 0
Lowest unoccupied orbital energy (alpha / beta) ... -0.044 / -0.044 hartree

Last column: Löwdin charge in e.
CARTESIAN COORDINATES (ANGSTROEM)
H1 -0.84610 0.10996 -4.89685  0.0750
O1 3.50877 1.25403 5.92894  -0.2856
H2 0.78521 -0.81515 0.13392  0.0600
S1 -0.36588 1.41383 2.75739  0.6908
C1 -0.15819 -1.76680 -1.59091  -0.5001
H3 -2.34756 0.26488 -3.58327  0.0461
H4 -1.46136 3.12360 -4.21322  0.0693
H5 -1.86895 -2.18559 -4.56449  0.0590
C2 -0.05142 0.76616 5.50871  -0.2237
C3 0.99457 0.39917 6.36344  -0.2073
C4 -1.28922 1.17769 -1.89040  -0.4185
C5 0.44480 1.02097 4.17971  -0.8122
H6 -2.36324 -1.06611 0.32005  0.0688
H7 1.84444 3.72065 -2.12874  0.0658
H8 2.29535 2.09573 -1.55914  0.0609
H9 -1.34942 0.36487 0.13673  0.0741
H10 0.74468 -0.50949 -5.36232  0.0840
H11 3.20586 -1.32782 2.74379  -0.0274
C6 -3.08223 -0.55826 -1.71640  -0.2367
C7 -1.61568 0.49753 7.31833  -0.0532
H12 1.86043 0.77257 -3.51122  0.0718
H13 -3.76530 -1.10731 -2.37325  0.0981
H14 1.11612 1.77683 -4.76507  0.0882
Zn1 2.04176 0.80944 1.94501  0.7575
C8 -0.61030 0.63377 -0.61578  -0.2735
H15 1.73607 -2.89348 -4.60158  0.0425
C9 -1.40224 -2.34806 -1.07564  -0.2337
H16 -1.05135 4.22033 -2.86917  0.0598
H17 0.58051 -2.58706 -1.42379  0.0974
C10 0.89954 1.08832 -3.93826  -0.3165
H18 -1.42415 -3.44608 -0.98379  0.0595
H19 -1.37288 -3.41388 -3.33883  0.0475
C11 2.47792 -1.14280 1.93682  -0.2376
C12 0.77717 0.11476 7.70579  -0.0219
C13 1.45860 2.80644 -1.65461  -0.1771
H20 1.26767 -0.10254 -1.38033  0.0825
H21 -2.17972 1.00257 5.27880  0.1170
H22 2.06762 -2.92328 -2.83797  0.0467
H23 -2.01811 1.95832 -1.59478  0.1081
N1 1.77195 0.84656 4.07446  -0.2325
H24 2.55413 -1.48762 -3.80942  0.0442
C14 -0.63898 3.49573 -3.58450  -0.1862
H25 1.10408 3.07948 -0.65158  0.0551
C15 -1.37033 0.77275 5.97341  -0.0049
C16 -2.55268 -1.58312 -0.63567  -0.2792
C17 -2.04277 0.09703 -2.54895  -0.3053
H26 -3.32263 -2.33828 -0.40281  0.0990
H27 0.10926 4.00709 -4.21107  0.0564
C18 -1.02087 -2.73779 -4.13080  -0.1804
C19 -0.54746 0.19101 8.18836  -0.0453
H28 -0.75160 0.00614 9.23699  0.1054
C20 0.15019 -0.14056 -4.50741  -0.3444
H29 -0.07181 1.46396 -0.13826  0.0232
O2 2.94007 -1.08348 5.32760  -0.2854
H30 -2.62956 0.52115 7.71259  0.1088
C21 0.37894 -0.49207 -0.84266  -0.1949
P1 0.13112 -1.56462 -3.38296  0.8914
H31 2.87033 -1.48588 0.97429  -0.0316
S2 2.53639 0.29369 5.48134  0.6692
H32 1.55393 -1.67240 2.20313  0.0072
P2 0.13056 2.12363 -2.66278  0.9772
H33 1.61723 -0.13159 8.34636  0.1222
H34 -0.47796 -3.29393 -4.91130  0.0440
H35 -3.69868 0.19428 -1.19820  0.0846
C22 1.79336 -2.27993 -3.68774  -0.2030